No. 1
Molecular formula: C23H47FN3O9P2
Method: DFT, wB97M-V/def2-TZVPD

Geometry (Å):
C 7.911 0.389 -6.838
C 6.564 -0.589 -6.851
C 5.408 0.064 -7.852
F 4.886 -1.009 -8.737
N 4.258 0.725 -7.053
C 4.728 1.724 -6.028
C 3.551 2.525 -5.150
C 3.875 3.645 -3.988
O 3.159 4.891 -4.406
C 3.627 5.301 -5.760
C 1.971 2.112 -5.516
C 1.855 0.934 -6.698
C 0.326 0.430 -7.150
C -0.641 0.065 -5.878
N -0.957 0.884 -4.822
N 3.011 0.304 -7.397
H 7.641 1.529 -7.066
H 8.579 0.028 -7.730
H 8.508 0.284 -5.824
H 6.128 -0.769 -5.775
H 6.897 -1.614 -7.363
H 5.869 0.962 -8.490
H 5.845 1.988 -5.797
H 3.320 3.293 -2.993
H 5.017 3.860 -3.826
H 2.970 4.832 -6.616
H 4.787 5.043 -5.873
H 3.531 6.485 -5.827
H 1.036 2.605 -5.009
H 0.485 -0.562 -7.791
H -0.094 1.249 -7.876
H -1.159 -1.009 -5.897
H -1.607 0.419 -4.144
O 0.400 -2.160 -0.346
P 0.640 -0.899 0.520
O -0.882 -0.270 0.273
C -2.037 -1.078 0.436
C -2.621 -0.934 1.828
O 1.416 -0.036 -0.675
C 2.133 -0.721 -1.693
C 1.250 -0.937 -2.912
O 0.910 0.510 1.487
C 0.301 0.659 2.752
C 0.614 -0.481 3.696
H -1.839 -2.132 0.228
H -2.775 -0.738 -0.296
H -1.925 -1.314 2.581
H -3.558 -1.491 1.920
H -2.819 0.117 2.060
H 2.535 -1.667 -1.313
H 2.992 -0.104 -1.970
H 0.260 -1.347 -2.658
H 1.733 -1.616 -3.622
H 1.068 0.017 -3.419
H -0.771 0.803 2.631
H 0.684 1.588 3.184
H 0.375 -1.451 3.255
H 0.048 -0.371 4.626
H 1.683 -0.495 3.940
O -4.216 -1.830 8.943
P -4.016 -1.282 7.509
O -5.457 -1.885 6.930
C -6.668 -1.686 7.644
C -7.415 -0.467 7.136
O -3.048 -2.536 6.998
C -2.247 -3.242 7.935
C -2.978 -4.479 8.435
O -3.793 -0.669 5.907
C -4.549 0.422 5.427
C -4.422 1.655 6.296
H -6.505 -1.595 8.720
H -7.286 -2.574 7.485
H -6.843 0.445 7.327
H -8.385 -0.369 7.631
H -7.581 -0.534 6.057
H -1.951 -2.587 8.762
H -1.327 -3.544 7.428
H -4.015 -4.269 8.744
H -2.448 -4.923 9.282
H -3.041 -5.227 7.638
H -5.586 0.123 5.294
H -4.171 0.658 4.427
H -4.658 1.441 7.340
H -5.095 2.441 5.939
H -3.396 2.039 6.271

Results
Charge ... +1
Max |F| ... 9.59 eV/A
Frontier orbital gap ... 0.224 hartree

***

No. 2
Molecular formula: C23H47NO12S
Method: DFT, wB97M-V/def2-TZVPD

Geometry (Å):
C -1.668 3.466 4.149
C -1.214 2.242 4.927
C -1.238 0.920 4.223
O -1.417 -0.121 4.827
O -1.025 0.906 2.871
C -0.325 -0.284 2.526
C -0.282 -0.681 1.053
C 0.502 0.150 0.039
C 1.883 -0.424 -0.205
O 2.444 -0.838 1.045
C 3.496 -1.704 0.956
C 4.597 -1.349 0.010
O 3.528 -2.665 1.686
O 0.704 1.551 0.419
S -0.254 2.530 -0.410
O 0.577 3.169 -1.371
O -1.113 3.298 0.405
O -1.121 1.371 -1.059
C -0.166 0.340 -1.329
C -0.723 -0.845 -2.052
C -1.153 -0.470 -3.467
O -1.007 0.663 -3.893
N -1.613 -1.524 -4.242
C -2.179 -1.055 -5.503
C -2.528 -2.437 -3.526
H -2.010 4.225 4.845
H -0.845 3.894 3.596
H -2.456 3.211 3.455
H -1.894 2.085 5.760
H -0.222 2.381 5.346
H 0.694 -0.228 2.907
H -0.788 -1.124 3.034
H -1.294 -0.853 0.695
H 0.233 -1.637 1.093
H 1.835 -1.277 -0.879
H 2.483 0.342 -0.690
H 4.243 -1.097 -0.983
H 5.267 -2.194 -0.066
H 5.144 -0.494 0.398
H 0.597 0.796 -1.964
H -1.570 -1.273 -1.524
H 0.030 -1.620 -2.164
H -1.416 -0.576 -6.103
H -2.558 -1.887 -6.082
H -2.986 -0.335 -5.366
H -1.971 -3.146 -2.923
H -3.066 -3.016 -4.266
H -3.257 -1.906 -2.919
C 4.443 4.027 2.276
C 3.324 3.236 2.935
C 3.592 1.739 2.890
O 2.070 3.533 2.324
H 4.530 3.751 1.222
H 4.234 5.095 2.322
H 5.402 3.838 2.761
H 3.217 3.554 3.973
H 3.661 1.392 1.856
H 2.774 1.194 3.362
H 4.521 1.484 3.402
H 2.117 3.256 1.403
C 1.006 -2.715 8.136
C 0.267 -3.746 7.296
C 0.554 -3.564 5.815
O -1.137 -3.673 7.541
H 0.683 -1.706 7.864
H 0.790 -2.859 9.195
H 2.085 -2.781 7.988
H 0.564 -4.748 7.608
H 0.214 -2.578 5.486
H 0.017 -4.310 5.227
H 1.620 -3.651 5.598
H -1.435 -2.798 7.269
C -4.253 0.854 -8.551
C -3.035 0.152 -9.131
C -3.047 0.173 -10.651
O -2.956 -1.192 -8.651
H -5.168 0.347 -8.870
H -4.224 0.833 -7.462
H -4.305 1.893 -8.877
H -2.129 0.639 -8.768
H -3.928 -0.353 -11.030
H -2.165 -0.330 -11.048
H -3.067 1.194 -11.034
H -3.741 -1.659 -8.955

Results
Charge ... 0
Max |F| ... 1.41 eV/A
Frontier orbital gap ... 0.371 hartree

***

What did the second record say?
Molecular formula: C23H47NO12S
Method: DFT, wB97M-V/def2-TZVPD

Geometry (Å):
C -1.668 3.466 4.149
C -1.214 2.242 4.927
C -1.238 0.920 4.223
O -1.417 -0.121 4.827
O -1.025 0.906 2.871
C -0.325 -0.284 2.526
C -0.282 -0.681 1.053
C 0.502 0.150 0.039
C 1.883 -0.424 -0.205
O 2.444 -0.838 1.045
C 3.496 -1.704 0.956
C 4.597 -1.349 0.010
O 3.528 -2.665 1.686
O 0.704 1.551 0.419
S -0.254 2.530 -0.410
O 0.577 3.169 -1.371
O -1.113 3.298 0.405
O -1.121 1.371 -1.059
C -0.166 0.340 -1.329
C -0.723 -0.845 -2.052
C -1.153 -0.470 -3.467
O -1.007 0.663 -3.893
N -1.613 -1.524 -4.242
C -2.179 -1.055 -5.503
C -2.528 -2.437 -3.526
H -2.010 4.225 4.845
H -0.845 3.894 3.596
H -2.456 3.211 3.455
H -1.894 2.085 5.760
H -0.222 2.381 5.346
H 0.694 -0.228 2.907
H -0.788 -1.124 3.034
H -1.294 -0.853 0.695
H 0.233 -1.637 1.093
H 1.835 -1.277 -0.879
H 2.483 0.342 -0.690
H 4.243 -1.097 -0.983
H 5.267 -2.194 -0.066
H 5.144 -0.494 0.398
H 0.597 0.796 -1.964
H -1.570 -1.273 -1.524
H 0.030 -1.620 -2.164
H -1.416 -0.576 -6.103
H -2.558 -1.887 -6.082
H -2.986 -0.335 -5.366
H -1.971 -3.146 -2.923
H -3.066 -3.016 -4.266
H -3.257 -1.906 -2.919
C 4.443 4.027 2.276
C 3.324 3.236 2.935
C 3.592 1.739 2.890
O 2.070 3.533 2.324
H 4.530 3.751 1.222
H 4.234 5.095 2.322
H 5.402 3.838 2.761
H 3.217 3.554 3.973
H 3.661 1.392 1.856
H 2.774 1.194 3.362
H 4.521 1.484 3.402
H 2.117 3.256 1.403
C 1.006 -2.715 8.136
C 0.267 -3.746 7.296
C 0.554 -3.564 5.815
O -1.137 -3.673 7.541
H 0.683 -1.706 7.864
H 0.790 -2.859 9.195
H 2.085 -2.781 7.988
H 0.564 -4.748 7.608
H 0.214 -2.578 5.486
H 0.017 -4.310 5.227
H 1.620 -3.651 5.598
H -1.435 -2.798 7.269
C -4.253 0.854 -8.551
C -3.035 0.152 -9.131
C -3.047 0.173 -10.651
O -2.956 -1.192 -8.651
H -5.168 0.347 -8.870
H -4.224 0.833 -7.462
H -4.305 1.893 -8.877
H -2.129 0.639 -8.768
H -3.928 -0.353 -11.030
H -2.165 -0.330 -11.048
H -3.067 1.194 -11.034
H -3.741 -1.659 -8.955

Results
Charge ... 0
Max |F| ... 1.41 eV/A
Frontier orbital gap ... 0.371 hartree

***

Repeat the second record exactly.
Molecular formula: C23H47NO12S
Method: DFT, wB97M-V/def2-TZVPD

Geometry (Å):
C -1.668 3.466 4.149
C -1.214 2.242 4.927
C -1.238 0.920 4.223
O -1.417 -0.121 4.827
O -1.025 0.906 2.871
C -0.325 -0.284 2.526
C -0.282 -0.681 1.053
C 0.502 0.150 0.039
C 1.883 -0.424 -0.205
O 2.444 -0.838 1.045
C 3.496 -1.704 0.956
C 4.597 -1.349 0.010
O 3.528 -2.665 1.686
O 0.704 1.551 0.419
S -0.254 2.530 -0.410
O 0.577 3.169 -1.371
O -1.113 3.298 0.405
O -1.121 1.371 -1.059
C -0.166 0.340 -1.329
C -0.723 -0.845 -2.052
C -1.153 -0.470 -3.467
O -1.007 0.663 -3.893
N -1.613 -1.524 -4.242
C -2.179 -1.055 -5.503
C -2.528 -2.437 -3.526
H -2.010 4.225 4.845
H -0.845 3.894 3.596
H -2.456 3.211 3.455
H -1.894 2.085 5.760
H -0.222 2.381 5.346
H 0.694 -0.228 2.907
H -0.788 -1.124 3.034
H -1.294 -0.853 0.695
H 0.233 -1.637 1.093
H 1.835 -1.277 -0.879
H 2.483 0.342 -0.690
H 4.243 -1.097 -0.983
H 5.267 -2.194 -0.066
H 5.144 -0.494 0.398
H 0.597 0.796 -1.964
H -1.570 -1.273 -1.524
H 0.030 -1.620 -2.164
H -1.416 -0.576 -6.103
H -2.558 -1.887 -6.082
H -2.986 -0.335 -5.366
H -1.971 -3.146 -2.923
H -3.066 -3.016 -4.266
H -3.257 -1.906 -2.919
C 4.443 4.027 2.276
C 3.324 3.236 2.935
C 3.592 1.739 2.890
O 2.070 3.533 2.324
H 4.530 3.751 1.222
H 4.234 5.095 2.322
H 5.402 3.838 2.761
H 3.217 3.554 3.973
H 3.661 1.392 1.856
H 2.774 1.194 3.362
H 4.521 1.484 3.402
H 2.117 3.256 1.403
C 1.006 -2.715 8.136
C 0.267 -3.746 7.296
C 0.554 -3.564 5.815
O -1.137 -3.673 7.541
H 0.683 -1.706 7.864
H 0.790 -2.859 9.195
H 2.085 -2.781 7.988
H 0.564 -4.748 7.608
H 0.214 -2.578 5.486
H 0.017 -4.310 5.227
H 1.620 -3.651 5.598
H -1.435 -2.798 7.269
C -4.253 0.854 -8.551
C -3.035 0.152 -9.131
C -3.047 0.173 -10.651
O -2.956 -1.192 -8.651
H -5.168 0.347 -8.870
H -4.224 0.833 -7.462
H -4.305 1.893 -8.877
H -2.129 0.639 -8.768
H -3.928 -0.353 -11.030
H -2.165 -0.330 -11.048
H -3.067 1.194 -11.034
H -3.741 -1.659 -8.955

Results
Charge ... 0
Max |F| ... 1.41 eV/A
Frontier orbital gap ... 0.371 hartree

***

The lowest charge belongs to which entry?
C23H47NO12S

***

Copy entry 1 word for word.
Molecular formula: C23H47FN3O9P2
Method: DFT, wB97M-V/def2-TZVPD

Geometry (Å):
C 7.911 0.389 -6.838
C 6.564 -0.589 -6.851
C 5.408 0.064 -7.852
F 4.886 -1.009 -8.737
N 4.258 0.725 -7.053
C 4.728 1.724 -6.028
C 3.551 2.525 -5.150
C 3.875 3.645 -3.988
O 3.159 4.891 -4.406
C 3.627 5.301 -5.760
C 1.971 2.112 -5.516
C 1.855 0.934 -6.698
C 0.326 0.430 -7.150
C -0.641 0.065 -5.878
N -0.957 0.884 -4.822
N 3.011 0.304 -7.397
H 7.641 1.529 -7.066
H 8.579 0.028 -7.730
H 8.508 0.284 -5.824
H 6.128 -0.769 -5.775
H 6.897 -1.614 -7.363
H 5.869 0.962 -8.490
H 5.845 1.988 -5.797
H 3.320 3.293 -2.993
H 5.017 3.860 -3.826
H 2.970 4.832 -6.616
H 4.787 5.043 -5.873
H 3.531 6.485 -5.827
H 1.036 2.605 -5.009
H 0.485 -0.562 -7.791
H -0.094 1.249 -7.876
H -1.159 -1.009 -5.897
H -1.607 0.419 -4.144
O 0.400 -2.160 -0.346
P 0.640 -0.899 0.520
O -0.882 -0.270 0.273
C -2.037 -1.078 0.436
C -2.621 -0.934 1.828
O 1.416 -0.036 -0.675
C 2.133 -0.721 -1.693
C 1.250 -0.937 -2.912
O 0.910 0.510 1.487
C 0.301 0.659 2.752
C 0.614 -0.481 3.696
H -1.839 -2.132 0.228
H -2.775 -0.738 -0.296
H -1.925 -1.314 2.581
H -3.558 -1.491 1.920
H -2.819 0.117 2.060
H 2.535 -1.667 -1.313
H 2.992 -0.104 -1.970
H 0.260 -1.347 -2.658
H 1.733 -1.616 -3.622
H 1.068 0.017 -3.419
H -0.771 0.803 2.631
H 0.684 1.588 3.184
H 0.375 -1.451 3.255
H 0.048 -0.371 4.626
H 1.683 -0.495 3.940
O -4.216 -1.830 8.943
P -4.016 -1.282 7.509
O -5.457 -1.885 6.930
C -6.668 -1.686 7.644
C -7.415 -0.467 7.136
O -3.048 -2.536 6.998
C -2.247 -3.242 7.935
C -2.978 -4.479 8.435
O -3.793 -0.669 5.907
C -4.549 0.422 5.427
C -4.422 1.655 6.296
H -6.505 -1.595 8.720
H -7.286 -2.574 7.485
H -6.843 0.445 7.327
H -8.385 -0.369 7.631
H -7.581 -0.534 6.057
H -1.951 -2.587 8.762
H -1.327 -3.544 7.428
H -4.015 -4.269 8.744
H -2.448 -4.923 9.282
H -3.041 -5.227 7.638
H -5.586 0.123 5.294
H -4.171 0.658 4.427
H -4.658 1.441 7.340
H -5.095 2.441 5.939
H -3.396 2.039 6.271

Results
Charge ... +1
Max |F| ... 9.59 eV/A
Frontier orbital gap ... 0.224 hartree